{"formula": "C15H64BNO28", "method": "ωB97M-V with the def2-TZVPD basis set", "elements": ["O", "O", "O", "O", "O", "O", "O", "O", "O", "O", "O", "O", "O", "O", "O", "O", "O", "O", "O", "O", "O", "O", "O", "O", "O", "O", "O", "O", "N", "C", "C", "C", "C", "C", "C", "C", "C", "C", "C", "C", "C", "C", "C", "C", "B", "H", "H", "H", "H", "H", "H", "H", "H", "H", "H", "H", "H", "H", "H", "H", "H", "H", "H", "H", "H", "H", "H", "H", "H", "H", "H", "H", "H", "H", "H", "H", "H", "H", "H", "H", "H", "H", "H", "H", "H", "H", "H", "H", "H", "H", "H", "H", "H", "H", "H", "H", "H", "H", "H", "H", "H", "H", "H", "H", "H", "H", "H", "H", "H"], "xyz": [[1.400431, 1.258275, 3.692532], [-1.158569, -3.405725, -3.238468], [-2.387569, 4.027275, 0.155532], [2.963431, 4.258275, 3.951532], [1.231431, -0.335725, 7.878532], [5.771431, 3.557275, 0.108532], [-6.304569, -1.334725, 0.489532], [-7.461569, 1.697275, 0.834532], [-1.336569, 0.997275, 3.090532], [1.032431, 0.925275, 6.055532], [4.428431, 1.218275, 2.226532], [-0.790569, 0.501275, -5.381468], [0.632431, -1.982725, -5.304468], [1.217431, -4.537725, -2.058468], [-3.928569, 3.450275, -1.978468], [2.819431, -1.840725, 5.983532], [0.852431, 3.042275, 2.498532], [-5.227569, -0.667725, 2.987532], [0.091431, 4.856275, -0.895468], [-2.147569, 2.731275, -4.068468], [2.878431, 0.014275, 5.061532], [2.858431, -0.389725, -5.496468], [-2.991569, -2.884725, 1.417532], [4.625431, -4.104725, 2.453532], [4.072431, -3.004725, -0.289468], [5.712431, 0.384275, -1.620468], [-5.853569, -2.147725, -2.175468], [2.691431, 2.373275, 5.151532], [0.826431, -0.264725, -0.583468], [2.399431, -0.749725, 5.976532], [-0.482569, 0.413275, -0.417468], [0.520431, -3.409725, 1.893532], [-3.557569, 0.750275, 0.398532], [1.845431, 1.213275, -2.256468], [1.262431, -0.233725, -2.002468], [1.417431, -0.102725, 6.655532], [2.400431, 3.167275, 4.186532], [0.476431, -1.909725, 1.353532], [1.874431, 0.550275, 0.037532], [0.948431, -1.599725, -0.161468], [-1.676569, -0.483725, -0.844468], [2.236431, 1.732275, -0.904468], [1.546431, 2.495275, 3.255532], [-3.017569, 0.221275, -0.946468], [1.934431, 1.113275, 5.008532], [-0.749569, 0.493275, 3.422532], [-6.195569, -1.552725, -0.493468], [0.419431, -0.548725, -2.751468], [0.341431, -2.263725, -0.737468], [-5.136569, -2.483725, -2.524468], [-3.487569, -0.022725, 1.156532], [0.799431, 4.835275, -1.511468], [2.801431, 0.127275, 0.010532], [1.865431, -1.965725, -0.338468], [-0.640569, -3.962725, -2.826468], [0.952431, -1.392725, 2.239532], [4.382431, 0.225275, 2.195532], [2.137431, -0.720725, -2.426468], [6.582431, 0.705275, -2.025468], [-4.686569, 0.901275, 0.238532], [-3.703569, -0.617725, -1.329468], [1.601431, -3.749725, 1.944532], [1.609431, -4.902725, -1.279468], [-5.472569, -0.983725, 2.246532], [1.723431, 2.643275, -0.765468], [5.891431, -0.537725, -1.613468], [-2.047569, 3.516275, -4.804468], [0.030431, -4.007725, 1.294532], [-0.497569, 0.611275, 0.659532], [5.086431, -2.854725, -0.334468], [5.400431, 2.621275, 0.137532], [-0.510569, 1.421275, -0.856468], [2.573431, 0.409275, -5.645468], [-0.953569, 0.627275, -6.396468], [-1.181569, 0.835275, -4.650468], [-0.833569, 1.816275, 2.887532], [-2.765569, 4.347275, 1.074532], [-6.641569, -2.577725, -2.447468], [2.670431, 1.091275, -2.994468], [-4.548569, 4.162275, -2.024468], [5.729431, 3.720275, 1.107532], [-2.693569, 0.979275, -1.710468], [3.793431, -0.355725, -5.210468], [-4.487569, -1.280725, 3.257532], [-3.482569, -2.320725, 0.879532], [-0.576569, -2.991725, -3.726468], [-1.439569, 4.015275, -0.018468], [0.405431, 5.164275, -0.162468], [1.638431, 0.723275, 1.025532], [-3.074569, 1.601275, 0.800532], [-1.296569, -0.703725, -1.855468], [3.811431, -2.943725, 0.626532], [-6.560569, -1.999725, 0.956532], [1.450431, -1.384725, -4.970468], [-1.874569, -1.504725, -0.408468], [-8.369569, 1.813275, 0.588532], [-0.489569, -1.654725, 1.593532], [5.442431, -4.477725, 2.712532], [-0.094569, -3.683725, 2.837532], [-3.225569, 3.735275, -1.342468], [4.717431, 1.474275, 3.090532], [3.941431, -4.362725, 3.088532], [-0.088569, -1.151725, -5.227468], [1.993431, -4.506725, -2.658468], [-2.826569, 3.125275, -3.588468], [1.026431, 1.755275, -2.674468], [3.284431, 1.954275, -0.860468], [-7.261569, 0.998275, 0.095532], [-2.853569, -3.539725, 0.844532]], "forces_ev_per_angstrom": [[-1.2, -1.1, -1.8], [-8.4, 1.1, 0.9], [-2.0, 0.5, 2.0], [-1.8, -2.3, 0.7], [-0.3, 0.2, -3.3], [-1.0, -1.7, 2.4], [2.8, 6.6, -6.2], [0.9, -2.3, -2.5], [-6.1, 6.4, -4.2], [-2.9, 2.7, -1.0], [-0.5, -1.5, -1.4], [3.5, -3.1, -6.3], [-0.3, 5.0, 2.0], [0.7, 0.3, -1.2], [1.1, -0.5, -0.2], [0.5, -4.4, 2.0], [-2.1, 1.3, -3.8], [4.2, 2.1, 9.0], [-3.8, -3.0, -6.1], [2.5, 2.2, -4.6], [0.2, 3.0, -1.9], [3.4, -6.9, 1.7], [0.2, 2.5, 4.2], [-1.7, 0.8, -0.6], [2.4, 0.6, -1.3], [1.9, 1.7, -1.1], [-4.9, 3.7, 3.6], [0.2, 0.2, 1.7], [2.0, 1.4, -2.4], [3.9, -3.3, -3.8], [-1.8, -0.7, 2.5], [2.7, 2.4, 2.5], [-2.3, -1.2, -1.5], [-0.8, -1.5, -1.1], [-0.8, 1.5, -4.1], [-2.9, -0.5, 10.4], [5.1, 4.5, -0.2], [2.2, -0.9, 2.0], [0.0, 2.6, -1.1], [-4.2, -2.9, 4.5], [1.2, -0.9, -0.9], [-0.6, -0.4, 0.2], [-1.1, -1.6, 2.2], [0.9, -0.4, -0.5], [2.7, 1.3, -1.6], [6.6, -5.8, 3.9], [-0.1, -0.1, 2.0], [1.3, 0.7, 1.7], [-0.8, -0.1, -0.7], [5.5, -2.9, -3.0], [0.1, -0.2, 0.1], [0.9, 0.0, -0.9], [2.1, -2.6, 0.1], [3.7, -0.7, -0.4], [3.9, -5.0, 3.8], [0.5, 0.2, -1.6], [0.2, 1.6, 0.5], [-0.1, -1.8, 1.7], [-1.9, -0.1, 0.9], [1.7, 0.3, 0.6], [0.6, 1.7, 0.1], [-1.3, 0.1, 0.3], [0.2, -0.4, 1.0], [-2.9, -3.1, -8.6], [-0.7, 1.0, 0.8], [-0.1, -1.5, 0.2], [0.0, -3.2, 2.5], [-2.2, -3.2, -3.9], [-0.3, 0.0, 0.0], [-2.8, -0.5, 0.5], [0.7, 1.5, -0.4], [0.2, -0.6, -0.5], [-2.3, 7.0, -1.3], [-0.5, 0.4, 3.9], [-3.1, 2.8, 2.4], [-0.6, -0.6, 0.1], [2.1, -1.0, -2.9], [-0.7, -0.8, -0.7], [-0.6, 0.4, 0.6], [-0.6, 0.7, 0.1], [0.2, 0.1, -2.0], [-1.8, -0.1, 0.5], [-0.9, 0.1, -0.3], [-1.1, 1.2, -0.2], [-1.6, 2.2, -1.0], [4.5, 3.9, -4.8], [0.1, 0.5, 0.9], [3.1, 3.0, 7.1], [-0.7, 0.8, 2.1], [0.4, 1.0, 0.1], [-1.0, -0.5, -0.2], [0.4, -0.2, 0.7], [-2.7, -6.8, 4.1], [-2.3, -2.3, -1.4], [1.2, 1.2, 0.4], [-1.1, 0.6, 0.3], [-2.7, 1.0, -0.6], [1.1, -0.7, 0.7], [1.5, 1.5, -0.9], [-0.8, -0.2, 0.0], [0.2, -0.1, 1.0], [0.5, 0.0, 0.0], [2.2, -3.0, -0.6], [-0.8, 0.1, 0.3], [-2.5, 0.8, 2.3], [-0.2, 1.0, -0.5], [0.5, -0.1, 0.3], [0.2, 1.7, 2.3], [1.2, -4.7, -3.2]], "gap_ha": 0.3284, "spin_multiplicity": 1, "total_energy_ha": -2796.0785, "charge": 0, "relative_energy_kcal_mol": 38.7}

=====

{"formula": "C15H71BrN2O26", "method": "ωB97M-V with the def2-TZVPD basis set", "elements": ["Br", "O", "O", "O", "O", "O", "O", "O", "O", "O", "O", "O", "O", "O", "O", "O", "O", "O", "O", "O", "O", "O", "O", "O", "O", "O", "O", "N", "N", "C", "C", "C", "C", "C", "C", "C", "C", "C", "C", "C", "C", "C", "C", "C", "H", "H", "H", "H", "H", "H", "H", "H", "H", "H", "H", "H", "H", "H", "H", "H", "H", "H", "H", "H", "H", "H", "H", "H", "H", "H", "H", "H", "H", "H", "H", "H", "H", "H", "H", "H", "H", "H", "H", "H", "H", "H", "H", "H", "H", "H", "H", "H", "H", "H", "H", "H", "H", "H", "H", "H", "H", "H", "H", "H", "H", "H", "H", "H", "H", "H", "H", "H", "H", "H", "H"], "xyz": [[-2.778735, -2.845060, -0.316991], [-0.101273, -0.953403, 5.467707], [3.993079, -3.327094, -0.312663], [2.722048, 6.929520, -1.332648], [-6.212724, 2.162701, 3.802745], [5.519044, 4.451575, -2.248846], [-3.794187, -1.474935, 6.199265], [8.344133, 0.138307, -3.428989], [-7.762723, 2.327593, 6.188614], [-5.420161, 0.299997, 1.859667], [2.043182, 1.058025, 2.015633], [4.256571, -1.463555, -3.907231], [-3.970024, 0.012018, -5.145099], [3.725416, 4.666576, 0.683881], [-2.622596, 0.546014, 4.570557], [11.359529, 3.148266, -0.958608], [8.853835, 1.719099, -0.812539], [-4.562924, 4.297111, 2.580620], [-8.090447, 2.126094, 0.942627], [-1.013280, 0.304078, 2.209445], [-5.305182, 2.452307, -0.679315], [2.331766, -6.983696, -1.559202], [-5.703683, 5.629748, 0.383593], [-0.981942, -3.559936, 6.680184], [6.092406, 0.991509, 0.306746], [-1.724705, -3.341982, -5.195177], [-2.511925, -6.497251, -0.155313], [3.197311, 0.494913, -1.433297], [1.043871, 2.314158, -1.724913], [1.678692, -1.311677, -1.862014], [-3.054475, -1.324200, -1.518570], [0.628100, -3.194683, 0.424623], [3.312271, 1.781038, -1.244173], [-0.653982, -0.876251, -2.297184], [1.056626, -3.815961, -3.378365], [0.724843, -3.991169, -0.878915], [2.245015, 2.691595, -1.389247], [-3.125124, -0.065067, -0.693235], [-0.408983, 0.464252, -2.188500], [0.867503, 0.970726, -1.883269], [1.935037, 0.056758, -1.732983], [0.419238, -1.790925, -2.099973], [-2.052940, -1.311367, -2.655501], [0.254114, -3.285239, -2.170726], [-4.032958, -1.503289, -1.952976], [0.159753, -4.919978, -0.788556], [1.070868, -3.092944, -4.187876], [2.016408, 1.110689, 1.053947], [-7.381175, 1.480031, 6.438948], [-0.779876, -3.552600, -2.352918], [-3.116172, -7.028041, 0.371761], [2.728911, 6.481447, -2.183770], [-3.964957, 3.554322, 2.727216], [0.430373, -3.837504, 1.278375], [-2.232205, 0.081930, -0.096506], [-3.710569, 0.907314, -4.902522], [2.432466, 3.742603, -1.216254], [2.347546, 0.163255, 2.199336], [-8.526260, 2.444648, 6.762030], [-1.997380, -2.298721, -3.097446], [9.335881, 2.076307, -0.057364], [5.371073, 0.475295, -0.073078], [-1.205744, 1.180018, -2.329396], [0.644032, -4.750576, -3.750028], [-2.422086, -0.635297, -3.417787], [-2.697141, -5.586662, 0.098174], [-3.319531, 0.812661, -1.305352], [-5.312988, 1.772551, 0.007274], [-1.868329, -2.798823, -5.976761], [3.351631, 5.348552, 1.252511], [-4.930249, 0.017933, -5.078780], [-5.402855, -0.392176, 2.527527], [-1.842174, -3.554452, 7.112048], [-1.363297, -0.463806, 1.738951], [-7.086176, 2.518800, 4.003730], [-7.960952, 1.396793, 0.327548], [4.246601, -2.495268, 0.100272], [-4.295594, 4.634606, 1.714412], [-1.930054, 0.337655, 3.918382], [8.127326, 0.743420, -4.143823], [1.568232, -2.679038, 0.605584], [-5.615814, 2.888073, 4.011603], [-0.830705, -4.481714, 6.450129], [6.843917, 0.835549, -0.280462], [-3.947140, -0.163412, 0.006396], [-3.673682, -1.154369, 7.097619], [-2.001430, -4.226629, -5.453482], [4.025281, -0.909170, -4.658074], [12.278438, 3.149322, -0.673680], [3.312093, 6.404534, -0.782476], [-0.146570, -2.429893, 0.389181], [-7.853723, 1.754986, 1.798237], [8.616036, 0.698692, -2.693326], [-0.054603, 0.193866, 2.203690], [2.958720, -6.317436, -1.261420], [11.225179, 2.288077, -1.371504], [-3.323325, -0.826887, 5.642524], [4.463920, -0.841972, -3.199023], [1.470927, -6.592463, -1.381648], [2.514557, -1.979890, -1.755145], [-5.794339, 1.062717, 2.330289], [2.093782, -3.997613, -3.102010], [1.768823, -4.269273, -0.991326], [5.330033, 3.808512, -2.938951], [-5.669633, 3.231737, -0.247922], [4.683532, -3.491060, -0.964889], [4.282576, 2.163203, -0.947326], [-2.308662, 1.349472, 4.995955], [-6.228637, 5.175689, 1.054930], [8.468875, 2.502581, -1.224781], [-5.880760, 6.563264, 0.534865], [-0.922041, -0.958056, 5.968764], [4.892721, 4.257981, -1.541863], [3.770706, 3.887790, 1.251437], [0.046959, -1.888394, 5.294471]], "forces_ev_per_angstrom": [[-0.1, -0.1, 0.2], [0.1, 0.1, -0.2], [0.1, 0.0, 0.0], [0.0, 0.0, 0.1], [-0.2, -0.1, -0.1], [0.0, 0.0, 0.0], [0.2, 0.0, 0.1], [-0.1, 0.0, 0.0], [-0.1, 0.1, 0.0], [-0.3, 0.1, -0.3], [-0.2, -0.1, 0.0], [0.1, 0.0, 0.1], [0.0, 0.1, 0.0], [0.0, 0.0, 0.1], [0.0, 0.1, 0.1], [0.0, -0.1, 0.1], [-0.2, 0.0, -0.2], [0.3, -0.2, 0.0], [0.0, 0.0, 0.1], [-0.1, -0.2, 0.0], [0.1, -0.1, 0.1], [0.1, 0.0, 0.0], [-0.1, -0.1, 0.1], [0.1, -0.1, 0.0], [-0.1, -0.1, -0.2], [0.0, -0.1, -0.1], [0.0, 0.0, 0.0], [-0.1, -0.1, 0.2], [-0.1, -0.2, 0.0], [0.0, 0.0, 0.0], [-0.3, 0.6, -0.5], [0.0, 0.2, 0.0], [0.3, 0.2, 0.0], [0.0, 0.1, 0.1], [0.0, 0.0, 0.1], [-0.2, 0.0, 0.1], [-0.1, 0.1, -0.1], [-0.3, -0.3, 0.4], [0.1, 0.3, 0.0], [0.0, 0.1, 0.0], [0.1, 0.2, 0.0], [0.0, -0.1, 0.0], [0.7, -0.5, 0.2], [0.4, -0.3, -0.3], [-0.1, -0.2, 0.0], [-0.1, -0.1, 0.0], [-0.2, 0.0, -0.2], [0.0, 0.0, -0.1], [0.0, 0.0, -0.1], [-0.2, 0.2, 0.2], [0.0, 0.0, 0.0], [0.0, 0.0, 0.0], [0.0, 0.0, -0.1], [0.0, -0.1, 0.1], [0.2, 0.2, -0.1], [0.0, 0.0, 0.0], [-0.1, 0.1, 0.0], [0.2, 0.0, 0.1], [0.0, 0.0, 0.0], [-0.3, 0.0, -0.3], [0.1, 0.0, 0.0], [0.0, 0.0, 0.0], [0.0, 0.1, 0.0], [0.0, -0.1, 0.0], [-0.3, 0.1, -0.1], [0.0, 0.0, -0.1], [0.1, 0.1, -0.1], [0.0, 0.0, 0.0], [0.0, 0.0, 0.0], [0.0, 0.0, 0.0], [0.0, 0.0, 0.0], [0.1, 0.0, 0.0], [-0.1, 0.1, -0.1], [0.0, 0.1, 0.1], [0.0, -0.1, 0.3], [0.1, 0.0, -0.1], [0.0, 0.0, 0.0], [-0.1, 0.2, 0.0], [0.0, 0.0, -0.2], [0.0, 0.0, 0.0], [0.1, 0.0, 0.1], [0.0, 0.1, -0.2], [0.0, 0.0, 0.0], [0.1, 0.1, 0.1], [-0.2, 0.1, 0.2], [-0.1, 0.0, 0.0], [0.0, 0.0, 0.0], [0.0, 0.0, 0.0], [0.0, 0.0, 0.0], [0.1, 0.0, -0.1], [-0.1, -0.1, 0.0], [0.0, 0.0, 0.0], [0.1, -0.1, 0.1], [0.1, 0.2, 0.1], [0.0, 0.0, 0.0], [0.0, 0.0, 0.0], [-0.1, 0.1, -0.1], [-0.1, 0.0, 0.0], [0.0, 0.0, 0.0], [0.1, -0.2, 0.1], [0.2, 0.0, 0.3], [0.1, 0.0, 0.0], [0.1, 0.0, -0.1], [-0.1, 0.0, 0.0], [-0.1, 0.0, -0.1], [0.0, 0.0, 0.0], [0.1, -0.1, 0.0], [0.0, 0.0, 0.0], [0.0, 0.0, 0.0], [0.0, 0.1, 0.1], [0.0, 0.0, -0.1], [0.0, 0.0, 0.0], [0.1, 0.1, 0.1], [0.1, 0.0, 0.0], [0.0, -0.1, 0.2]], "gap_ha": 0.3118, "spin_multiplicity": 1, "total_energy_ha": -5253.9321, "charge": 0}

=====

It is found that the LUMO energy values, taken in the order of the records, are -0.0253 -0.0162 Ha.